[1]
Density functional theory data (wB97M-V/def2-TZVPD) for C33H27F5MnN3O5PS2 as an isolated structure.

```
77
Properties=species:S:1:pos:R:3:forces:R:3:mulliken_spin:R:1
Mn 0.9044 -0.7559 0.4741 -0.028 0.104 0.020 1.18
O 2.5395 -1.7838 -0.0833 -0.122 0.050 0.026 -0.05
C 2.7322 -0.5976 -0.0668 0.202 -0.139 0.016 -0.07
C 3.7322 0.3991 -0.2656 -0.077 0.079 -0.005 -0.02
C 5.0119 0.2443 -0.8008 0.010 -0.009 -0.019 0.00
C 5.7906 1.3841 -0.8951 0.009 -0.012 -0.010 0.00
C 5.3046 2.6202 -0.4620 -0.025 0.002 0.014 0.00
C 4.0337 2.7584 0.0960 0.036 0.025 -0.016 0.00
C 3.2463 1.6303 0.1882 -0.006 -0.057 0.018 -0.01
P 1.6482 1.3719 1.0174 0.062 0.004 0.186 -0.06
C 2.1002 1.1998 2.7597 0.043 0.078 -0.031 -0.03
C 1.1658 1.4934 3.7574 -0.049 -0.001 -0.046 0.01
C 1.5047 1.3334 5.0881 0.011 -0.008 0.029 0.00
C 2.7663 0.8645 5.4377 -0.011 0.011 -0.021 0.00
C 3.6967 0.5676 4.4531 -0.003 0.000 0.003 0.00
C 3.3719 0.7401 3.1163 -0.017 -0.025 -0.014 -0.01
C 0.6178 2.8089 0.7697 -0.015 -0.053 -0.035 0.01
C 0.8116 3.9314 1.5773 0.005 0.033 -0.013 0.00
C 0.0831 5.0832 1.3257 0.000 -0.001 0.000 0.00
C -0.8325 5.1136 0.2819 0.008 -0.013 0.002 0.00
C -1.0288 3.9937 -0.5169 -0.007 0.011 -0.007 0.00
C -0.3045 2.8387 -0.2774 -0.017 0.019 0.023 0.00
H 5.3710 -0.7196 -1.1360 0.004 -0.002 0.006 0.00
H 6.7868 1.3209 -1.3110 -0.001 -0.003 -0.003 0.00
H 5.9381 3.4929 -0.5553 -0.001 0.003 0.001 0.00
H 3.6838 3.7219 0.4432 0.004 0.000 0.003 0.00
H 0.1790 1.8526 3.4962 -0.013 -0.010 0.000 0.00
H 0.7828 1.5750 5.8563 -0.001 -0.003 0.001 0.00
H 3.0244 0.7375 6.4804 0.001 -0.002 0.001 0.00
H 4.6815 0.2117 4.7231 0.001 0.001 0.002 0.00
H 4.1241 0.5261 2.3680 -0.001 0.005 -0.003 0.00
H 1.5128 3.9042 2.4023 -0.001 0.012 -0.010 0.00
H 0.2232 5.9537 1.9518 0.002 0.004 -0.003 0.00
H -1.4046 6.0124 0.0957 -0.002 0.001 0.003 0.00
H -1.7566 4.0196 -1.3164 -0.001 0.001 0.001 0.00
H -0.4810 1.9543 -0.8777 0.002 0.011 0.003 0.01
F -3.5943 -4.9912 2.7572 -0.001 -0.011 0.003 0.00
C -2.9945 -3.8614 2.4530 -0.018 0.012 0.001 0.01
C -1.7036 -3.8782 1.9419 0.050 -0.028 -0.017 0.00
F -1.0554 -5.0126 1.7481 -0.004 -0.008 0.004 0.00
C -1.1232 -2.6671 1.6396 -0.031 0.016 0.021 0.01
F 0.1595 -2.6505 1.1151 0.014 0.030 -0.078 0.01
C -1.7337 -1.4446 1.8043 0.010 -0.023 -0.019 -0.01
S -0.9202 0.0688 1.3985 0.007 0.015 0.106 0.03
C -3.0266 -1.4564 2.3135 0.014 0.024 -0.007 0.00
F -3.6709 -0.3124 2.4955 -0.007 -0.006 0.004 0.00
C -3.6523 -2.6504 2.6377 -0.013 -0.007 0.004 0.00
F -4.8782 -2.6424 3.1189 -0.008 0.001 0.005 0.00
C 1.4429 0.7123 -9.3608 0.019 0.021 0.002 0.00
C 1.5681 0.3519 -7.8840 -0.017 -0.022 -0.007 0.00
S 0.4907 -1.0192 -7.5272 0.066 0.043 0.046 0.00
O 1.0060 -2.1847 -8.1786 0.003 -0.035 -0.013 0.00
O -0.8694 -0.5900 -7.7093 -0.048 0.008 -0.016 0.00
C 0.6787 -1.3089 -5.7561 -0.024 -0.025 -0.005 0.00
C -0.2210 -0.3852 -4.9519 0.027 -0.017 0.011 0.00
N -0.2521 -0.7666 -3.5217 -0.025 0.034 -0.061 0.00
C 0.4842 -0.2027 -2.5515 -0.034 0.100 0.055 0.01
N 0.1936 -0.7582 -1.3642 0.071 -0.222 -0.146 -0.03
C -0.7711 -1.7114 -1.5986 -0.006 -0.008 0.018 0.01
C -1.0411 -1.7198 -2.9185 -0.008 -0.035 0.027 0.00
N -1.9824 -2.5989 -3.5820 -0.027 0.015 -0.015 0.00
O -1.9979 -2.5941 -4.7925 0.014 0.012 0.007 0.00
O -2.6639 -3.2711 -2.8444 0.011 0.000 0.001 0.00
C 1.4170 0.9254 -2.8064 -0.019 0.027 -0.009 -0.01
H 2.0980 1.5527 -9.5827 -0.004 -0.001 -0.008 0.00
H 0.4207 0.9940 -9.6059 -0.001 0.003 0.004 0.00
H 1.7354 -0.1277 -9.9878 0.001 -0.004 0.006 0.00
H 1.2643 1.1790 -7.2385 -0.011 0.004 -0.006 0.00
H 2.5783 0.0319 -7.6255 0.003 -0.007 -0.008 0.00
H 1.7350 -1.2301 -5.4952 0.005 0.015 -0.010 0.00
H 0.3657 -2.3475 -5.6446 0.002 0.000 0.007 0.00
H -1.2333 -0.4311 -5.3394 -0.007 0.000 0.000 0.00
H 0.1120 0.6495 -4.9965 0.000 -0.004 0.011 0.00
H -1.2208 -2.3252 -0.8398 -0.011 -0.001 -0.010 0.00
H 0.8846 1.7555 -3.2734 0.018 0.004 -0.005 0.00
H 2.2315 0.6309 -3.4697 0.005 -0.016 0.003 0.00
H 1.8379 1.2921 -1.8770 -0.020 -0.017 -0.029 0.00
```
Forces are in eV/Å.

Summary:
* expectation value of S²: 0.799
* multiplicity: 2
* relative energy (zero: lowest compared OMol25 entry of this formula, charge and spin): 0.0370 eV
* E: -125214.060 eV
* strongest force on any atom: 0.3 eV Å⁻¹
* LUMO (alpha / beta): -7.514 / -7.385 eV
* total charge: +2


[2]
Density functional theory data (wB97M-V/def2-TZVPD) for an isolated molecule of CH3NOS.

```
7
Properties=species:S:1:pos:R:3:forces:R:3:nbo_charge:R:1
C -0.5756 0.4768 0.0493 0.324 0.040 -1.254 -0.47
N -0.2291 -0.9805 -0.1272 0.359 1.461 -0.917 -0.81
O 1.9653 0.4161 -0.6141 -0.030 -0.572 0.375 -0.93
S 1.0910 -0.0515 0.4701 -0.341 0.358 0.096 1.32
H -0.2791 1.0388 -0.9792 -1.633 -1.162 2.445 0.25
H -1.4018 0.8439 0.7573 1.544 -0.597 -1.182 0.24
H -0.5707 -1.7436 0.4437 -0.222 0.471 0.438 0.40
```
Forces are in eV/Å.

Summary:
* multiplicity: 1
* relative energy (zero: lowest compared OMol25 entry of this formula, charge and spin): 2.8392 eV
* E: -15455.970 eV
* strongest force on any atom: 3.2 eV Å⁻¹
* LUMO: 0.719 eV